Computed, not measured: a structure of composition C15H30MgNO18 at a distorted geometry, with ωB97M-V/def2-TZVPD.

Geometry (Å):
H  -3.974886  2.179407  2.331093
H  0.722739  3.184365  -0.667531
H  -4.096041  0.333150  2.248026
H  0.705047  -2.176670  2.852260
H  -3.579945  -3.245120  -0.578384
C  -4.009616  3.927578  0.262941
H  4.161823  -1.041781  0.587249
O  -0.645875  0.344643  -1.896695
C  3.075176  -5.840401  -0.576176
H  -4.804044  4.319405  -0.372244
C  0.537426  4.171316  -1.091420
H  4.606735  -0.920279  -1.108740
O  -1.731517  -3.458680  -0.062671
Mg  -1.082157  0.518612  0.076730
H  5.896639  -1.254773  0.062129
H  -3.896298  2.877359  -0.005986
H  -4.237379  4.095356  1.315591
O  2.442339  -3.082107  -0.459778
H  2.522312  -5.974377  -1.505966
H  1.010552  2.256991  3.016646
O  -1.116856  0.749162  2.060884
O  -0.647800  4.699862  -0.506226
C  1.075492  -2.658783  1.947585
O  3.958518  -4.747818  -0.584635
H  2.432761  -0.819492  -3.854995
O  -2.700744  1.180628  3.695893
C  0.802004  1.833719  3.999217
H  1.350294  0.892530  4.039694
H  -2.512038  -2.030523  -1.454273
C  -3.848373  1.219595  2.831966
H  0.525656  3.784633  -2.110466
C  -0.896742  -2.619925  0.551192
H  -2.390097  -3.771558  -1.822128
H  -4.684275  1.274726  3.529340
O  0.652580  0.210296  -3.831941
O  -1.082615  1.662352  -3.730545
C  1.484036  -0.842312  -3.318807
H  -3.077698  1.330383  -3.435826
C  -1.614255  3.843551  -0.102610
H  3.452460  -6.831403  -0.323835
O  2.588732  0.762870  1.526896
O  -0.909477  -1.441892  0.431219
H  1.669707  -1.921159  1.408225
H  -2.255686  2.373043  -2.213702
H  2.384571  -5.566679  0.221465
C  -2.619586  -3.037099  -1.050120
H  1.240028  2.497736  4.744414
O  4.773744  -2.789283  -0.506861
H  -2.637868  3.043068  -3.836009
H  1.828193  -3.406146  2.198586
O  -2.742014  4.543168  0.099543
C  3.553203  -3.493248  -0.524270
O  -1.448507  2.640159  -0.129818
C  -2.374640  2.147350  -3.273425
O  -0.573298  1.610993  4.227548
H  1.771636  -0.711379  -2.275618
C  -0.401988  0.704924  -3.016567
C  4.845330  -1.422948  -0.171459
C  -1.421654  1.130267  3.227264
O  2.707322  0.934829  -0.587324
N  2.102365  0.932306  0.422035
O  0.863721  1.043398  0.308507
H  0.993344  -1.792812  -3.528290
O  -0.057168  -3.269603  1.369098
H  1.334654  4.914517  -1.077893

Cartesian forces (eV/Å) of the 2 atoms listed first:
0.8 -0.3 -0.5
0.8 0.5 1.1

HOMO-LUMO gap = 0.31182 Eh
Charge = +1